[1]
# C3H8P2

C3H8P2 in the gas phase in a non-equilibrium geometry (ωB97M-V/def2-TZVPD, OMol25).

Positions of all 13 atoms, in Å:
P 1.22304 -1.02399 0.32177
P 2.56863 0.64293 0.01713
C -0.60361 1.21396 -0.09746
C -1.68263 -1.22362 -0.16649
C -0.52801 -0.26279 -0.04278
H -1.57927 1.69300 0.01946
H 3.24852 0.48001 1.33874
H -1.21495 -2.34270 0.00626
H 3.39652 -0.22906 -0.62110
H -2.39134 -1.01533 0.71081
H 0.11550 1.72192 0.63788
H -2.28112 -1.21813 -1.01022
H -0.27128 1.56382 -1.11400

Values from the calculation:
spin multiplicity = 3
LUMO (alpha / beta) = 1.018 / -1.665 eV
strongest force on any atom = 4.93 eV Å⁻¹
energy relative to the best compared isomer or geometry (same formula, charge and spin) = 28.7 kJ/mol
Kohn-Sham gap (alpha / beta) = 7.63 / 7.09 eV

Formally, the Löwdin partial charges of the atoms, in units of the elementary charge, are as follows: number 1, P, carries 0.566; number 2, P, carries 0.404; number 3, C, carries -0.233; number 4, C, carries -0.172; number 5, C, carries -0.619; number 6, H, carries 0.063; number 7, H, carries -0.124; number 8, H, carries 0.096; number 9, H, carries -0.220; number 10, H, carries 0.091; number 11, H, carries 0.049; number 12, H, carries 0.022; number 13, H, carries 0.078

=====

[2]
# C7H22N10O11Pb2

C7H22N10O11Pb2 as an isolated structure in a non-equilibrium geometry (ωB97M-V/def2-TZVPD, OMol25).

Positions of all 52 atoms, in Å:
Pb 0.64841 -3.84394 -0.63998
Pb 1.45783 -2.12225 4.09508
O 3.20952 -3.35827 -0.58911
O 0.05912 0.47868 0.92739
O 0.38344 -1.37198 -0.20500
O 0.48660 0.34773 4.16684
O -0.92308 1.10711 5.82127
O 1.45603 3.95691 0.18601
O -1.31961 -3.08596 -2.13309
O -0.46407 1.36165 -4.15010
O -4.22580 0.47823 -1.13001
O 1.34836 -1.15151 1.71084
O -0.77815 -1.00723 5.30719
N 0.46849 0.83020 -2.17373
N 3.98031 -1.52169 0.29105
N -3.18130 -0.88159 0.16634
N 5.40899 -2.81411 -0.77072
N -0.63619 2.81942 -2.50239
N -2.52899 1.18359 0.01037
N -1.82198 -1.20676 -3.16223
N -0.17872 3.66237 1.60557
N -3.29993 -2.65782 -3.14781
N 1.75402 2.70711 1.84855
C -3.42625 0.30305 -0.30408
C 0.65248 -0.69860 0.78651
C -0.20996 1.63231 -2.98584
C 4.20103 -2.66701 -0.29722
C -2.11362 -2.35672 -2.75401
C -0.41242 0.15930 5.04772
C 1.01988 3.48382 1.18591
H -1.10415 -0.73782 -2.62846
H -1.56657 0.52186 6.22748
H 2.69746 2.67464 1.48944
H -3.82932 -1.64413 0.02961
H -1.65621 0.87763 0.41625
H 4.66075 -0.77825 0.35730
H -0.77170 4.41381 1.28335
H 0.46704 0.83379 -1.16373
H -0.53621 2.93049 2.20277
H -2.49855 1.97477 -0.61670
H 3.08342 -1.35882 0.72599
H -2.36593 -0.58207 -3.74014
H -2.62092 -0.99535 0.99889
H -3.67332 -2.16811 -3.94835
H 1.40989 2.11911 2.59416
H 0.85610 0.00942 -2.61664
H -1.37155 3.27615 -3.02272
H 5.47689 -3.36509 -1.61447
H -3.86382 -3.40685 -2.77219
H 0.44049 0.47458 1.80837
H 6.09252 -2.09570 -0.57896
H -0.34075 3.25982 -1.64282

Values from the calculation:
LUMO = -9.124 eV
strongest force on any atom = 7.47 eV Å⁻¹
energy relative to the best compared isomer or geometry (same formula, charge and spin) = 435.9 kJ/mol
Kohn-Sham gap = 4.61 eV
net charge = +2

Formally, the Löwdin partial charges of the atoms, in units of the elementary charge, are as follows: number 1, Pb, carries 1.780; number 2, Pb, carries 1.764; number 3, O, carries -0.186; number 4, O, carries 0.118; number 5, O, carries -0.122; number 6, O, carries -0.143; number 7, O, carries 0.194; number 8, O, carries 0.068; number 9, O, carries -0.184; number 10, O, carries 0.034; number 11, O, carries 0.105; number 12, O, carries -0.223; number 13, O, carries -0.088; number 14, N, carries 0.170; number 15, N, carries 0.199; number 16, N, carries 0.170; number 17, N, carries 0.219; number 18, N, carries 0.178; number 19, N, carries 0.187; number 20, N, carries 0.232; number 21, N, carries 0.201; number 22, N, carries 0.212; number 23, N, carries 0.181; number 24, C, carries -0.848; number 25, C, carries -0.819; number 26, C, carries -0.719; number 27, C, carries -0.693; number 28, C, carries -0.750; number 29, C, carries -0.813; number 30, C, carries -0.881; number 31, H, carries 0.086; number 32, H, carries 0.133; number 33, H, carries 0.139; number 34, H, carries 0.121; number 35, H, carries 0.051; number 36, H, carries 0.137; number 37, H, carries 0.139; number 38, H, carries 0.068; number 39, H, carries 0.107; number 40, H, carries 0.111; number 41, H, carries 0.067; number 42, H, carries 0.149; number 43, H, carries 0.098; number 44, H, carries 0.143; number 45, H, carries 0.089; number 46, H, carries 0.111; number 47, H, carries 0.122; number 48, H, carries 0.145; number 49, H, carries 0.138; number 50, H, carries 0.077; number 51, H, carries 0.137; number 52, H, carries 0.085

=====

[3]
# C9H14O

A 2-piece molecular cluster, C9H14O overall in a non-equilibrium geometry (ωB97M-V/def2-TZVPD, OMol25).

Positions of all 24 atoms, in Å:
O 1.81228 -2.69146 -0.61778
C 0.23223 2.14919 1.83048
C 1.96559 -0.32882 -0.48936
C -1.48362 0.28487 -2.19673
C -2.49240 -0.35596 -1.25942
C 0.73778 -1.51600 1.19836
C 0.73553 0.88046 1.20750
C 0.31264 -0.33392 1.76605
C 1.49234 -1.52272 0.02062
C 1.61313 0.86179 0.14179
H -2.10594 -0.29532 -0.23757
H -3.46832 0.11579 -1.34087
H -0.84679 2.13997 1.96056
H 0.42886 3.01337 1.19389
H 0.58098 2.34539 2.84704
H -2.52572 -1.40856 -1.42013
H -1.34047 1.34482 -1.98418
H 2.55603 -0.23655 -1.39564
H -0.47933 -0.07900 -1.96909
H -0.34308 -0.34103 2.61749
H 1.63179 -3.43672 -0.02225
H 0.57760 -2.50771 1.62455
H -1.67780 0.15278 -3.24314
H 2.08670 1.76535 -0.23217

Values from the calculation:
LUMO = 0.853 eV
strongest force on any atom = 1.36 eV Å⁻¹
energy relative to the best compared isomer or geometry (same formula, charge and spin) = 30.4 kJ/mol
Kohn-Sham gap = 9.28 eV

Formally, the Löwdin partial charges of the atoms, in units of the elementary charge, are as follows: number 1, O, carries 0.040; number 2, C, carries -0.062; number 3, C, carries -0.028; number 4, C, carries -0.163; number 5, C, carries -0.155; number 6, C, carries -0.029; number 7, C, carries -0.291; number 8, C, carries -0.048; number 9, C, carries -0.333; number 10, C, carries -0.053; number 11, H, carries 0.053; number 12, H, carries 0.063; number 13, H, carries 0.073; number 14, H, carries 0.075; number 15, H, carries 0.079; number 16, H, carries 0.050; number 17, H, carries 0.063; number 18, H, carries 0.120; number 19, H, carries 0.045; number 20, H, carries 0.112; number 21, H, carries 0.105; number 22, H, carries 0.115; number 23, H, carries 0.054; number 24, H, carries 0.115

=====

[4]
# C33H41IrN2O3S2Si

C33H41IrN2O3S2Si as an isolated structure in a non-equilibrium geometry (ωB97M-V/def2-TZVPD, OMol25).

Positions of all 83 atoms, in Å:
Ir 0.53172 0.27144 -0.48263
S 4.00689 0.11294 -0.78216
S 0.87262 -0.12291 3.14434
Si -0.79432 2.24057 -0.93807
O -0.01442 -1.54878 -1.36680
O 0.46287 0.26038 1.69891
O 2.53996 0.18020 -1.26616
N -0.42195 -1.37485 -3.62230
N -1.43113 -3.01703 -2.32135
C -4.24560 0.58887 -2.55661
C 2.53792 -0.85320 3.10791
C 5.81641 2.74489 1.63623
C -1.80461 3.15124 0.39758
C -0.62595 -1.96276 -2.43197
C -4.26024 1.14010 -3.83354
C -1.45047 -1.28870 -4.66377
C -0.85301 -2.20250 2.60603
C -0.75141 -3.11381 5.24300
C 3.45995 3.23819 1.75709
C 2.81703 -1.90777 0.81468
C -0.08603 -1.55528 3.56184
C -2.45265 3.54209 2.67715
C -2.95624 5.22590 0.93878
C -1.89655 2.71397 1.74497
C -2.21496 1.80492 -2.07278
C 5.56498 1.71989 0.73801
C 4.25027 1.45762 0.36851
C 4.76755 3.50090 2.14421
C -3.01214 4.79617 2.27501
C -2.39824 4.40424 0.00099
C 3.19829 2.21644 0.85411
C -3.23189 0.92405 -1.67108
C 0.70783 -0.46936 -3.77001
C -0.04929 -1.97258 4.88658
C -3.24951 2.00736 -4.24154
C 4.14942 -1.31315 0.37538
C -1.69887 -3.96947 -3.40317
C -1.49400 -3.79853 4.28856
C -1.83625 -3.49844 -1.00215
C -1.55557 -3.33935 2.97911
C -2.22908 2.34914 -3.36609
C 2.70442 -2.14350 2.31633
H 0.51741 -1.42107 5.62988
H -1.59721 -0.24157 -4.91933
H -0.04074 3.33199 -1.59368
H 2.64597 3.83512 2.14734
H -5.03689 -0.07966 -2.24115
H -2.14971 -3.87424 2.25002
H -2.03709 -4.69049 4.57122
H -3.37508 6.17874 0.64455
H 1.62888 -0.93825 -3.43623
H 4.74593 -0.92967 1.20306
H -3.51817 5.41143 3.00967
H 4.75099 -2.04665 -0.15905
H 2.18380 2.02989 0.53046
H 6.83423 2.96006 1.93280
H -2.77075 -4.05414 -3.58101
H -5.07817 0.91700 -4.50662
H 1.86493 -2.81176 2.50695
H 0.56755 0.45771 -3.19614
H -3.24886 0.52005 -0.66277
H -2.38277 4.71405 -1.03764
H -0.72295 -3.46497 6.26569
H 4.97026 4.31093 2.83228
H -3.26417 2.43293 -5.23707
H -1.46502 3.04750 -3.68782
H -1.27795 -4.39730 -0.73545
H -2.39660 -1.68128 -4.30642
H 6.38201 1.13310 0.33074
H -0.88575 -1.83252 1.58879
H -2.47826 3.24748 3.71812
H -1.19783 -3.69475 -4.32122
H 2.00165 -1.25550 0.52627
H 2.75474 -1.01216 4.16782
H 3.59445 -2.65841 2.68277
H 2.64899 -2.84398 0.28504
H -1.15170 -1.82124 -5.56645
H -1.33440 -4.95083 -3.09795
H -2.89583 -3.75008 -1.02796
H -1.66118 -2.73668 -0.25138
H 3.17564 -0.03904 2.74953
H -1.48285 1.76136 2.04789
H 0.80868 -0.20259 -4.81865

Values from the calculation:
spin multiplicity = 6
LUMO (alpha / beta) = -7.907 / -11.710 eV
strongest force on any atom = 1.19 eV Å⁻¹
energy relative to the best compared isomer or geometry (same formula, charge and spin) = 66.5 kJ/mol
Kohn-Sham gap (alpha / beta) = 8.39 / 4.89 eV
net charge = +3

Formally, the Löwdin partial charges of the atoms, in units of the elementary charge, are as follows: number 1, Ir, carries 1.371; number 2, S, carries 1.137; number 3, S, carries 1.098; number 4, Si, carries 0.600; number 5, O, carries -0.188; number 6, O, carries -0.724; number 7, O, carries -0.678; number 8, N, carries -0.097; number 9, N, carries -0.099; number 10, C, carries -0.058; number 11, C, carries -0.279; number 12, C, carries -0.029; number 13, C, carries -0.208; number 14, C, carries -0.438; number 15, C, carries -0.041; number 16, C, carries -0.011; number 17, C, carries -0.081; number 18, C, carries -0.029; number 19, C, carries -0.048; number 20, C, carries -0.221; number 21, C, carries -0.417; number 22, C, carries 0.014; number 23, C, carries -0.005; number 24, C, carries -0.054; number 25, C, carries -0.364; number 26, C, carries -0.067; number 27, C, carries -0.402; number 28, C, carries -0.032; number 29, C, carries 0.076; number 30, C, carries -0.014; number 31, C, carries -0.100; number 32, C, carries -0.100; number 33, C, carries -0.026; number 34, C, carries -0.066; number 35, C, carries -0.058; number 36, C, carries -0.260; number 37, C, carries -0.001; number 38, C, carries -0.029; number 39, C, carries -0.008; number 40, C, carries -0.045; number 41, C, carries -0.102; number 42, C, carries -0.190; number 43, H, carries 0.125; number 44, H, carries 0.088; number 45, H, carries 0.007; number 46, H, carries 0.117; number 47, H, carries 0.118; number 48, H, carries 0.113; number 49, H, carries 0.126; number 50, H, carries 0.137; number 51, H, carries 0.092; number 52, H, carries 0.098; number 53, H, carries 0.141; number 54, H, carries 0.105; number 55, H, carries 0.041; number 56, H, carries 0.129; number 57, H, carries 0.111; number 58, H, carries 0.124; number 59, H, carries 0.116; number 60, H, carries 0.052; number 61, H, carries 0.105; number 62, H, carries 0.128; number 63, H, carries 0.128; number 64, H, carries 0.125; number 65, H, carries 0.124; number 66, H, carries 0.107; number 67, H, carries 0.111; number 68, H, carries 0.093; number 69, H, carries 0.129; number 70, H, carries 0.078; number 71, H, carries 0.133; number 72, H, carries 0.087; number 73, H, carries 0.024; number 74, H, carries 0.113; number 75, H, carries 0.139; number 76, H, carries 0.135; number 77, H, carries 0.109; number 78, H, carries 0.110; number 79, H, carries 0.109; number 80, H, carries 0.059; number 81, H, carries 0.090; number 82, H, carries 0.085; number 83, H, carries 0.114

=====

[5]
# C5H10O

C5H10O as an isolated structure (ωB97M-V/def2-TZVPD, OMol25).

Positions of all 16 atoms, in Å:
O -2.38644 -0.04194 0.37858
C -1.63440 -0.93984 -0.45104
C 1.95136 0.61645 0.12785
C 0.88988 -0.15459 -0.65560
C -1.18115 0.63325 0.76443
C -0.31402 -0.50391 0.20259
H 2.82031 0.84611 -0.49674
H 2.30307 0.04254 0.99276
H 1.55193 1.56610 0.50402
H -1.70693 -0.66356 -1.51423
H -1.13787 0.83082 1.84028
H -1.95396 -1.98034 -0.32858
H 0.56145 0.44474 -1.51606
H -0.02905 -1.20187 0.99765
H 1.32747 -1.07555 -1.06349
H -1.06165 1.58158 0.21759

Values from the calculation:
LUMO = 1.145 eV
strongest force on any atom = 0.42 eV Å⁻¹
energy relative to the best compared isomer or geometry (same formula, charge and spin) = 122.0 kJ/mol
Kohn-Sham gap = 10.74 eV

Formally, the Löwdin partial charges of the atoms, in units of the elementary charge, are as follows: number 1, O, carries -0.113; number 2, C, carries -0.158; number 3, C, carries -0.108; number 4, C, carries -0.237; number 5, C, carries -0.165; number 6, C, carries -0.284; number 7, H, carries 0.070; number 8, H, carries 0.076; number 9, H, carries 0.072; number 10, H, carries 0.120; number 11, H, carries 0.119; number 12, H, carries 0.117; number 13, H, carries 0.113; number 14, H, carries 0.143; number 15, H, carries 0.112; number 16, H, carries 0.122

=====

[6]
# C3H11N3

A 2-piece molecular cluster, C3H11N3 overall in a non-equilibrium geometry (ωB97M-V/def2-TZVPD, OMol25).

Positions of all 17 atoms, in Å:
N 0.72458 1.03050 2.64583
N -1.53230 -0.17394 -2.82967
N 0.24861 -1.59844 -3.22436
C -0.67622 -0.67038 -3.62238
C -0.45798 1.48049 3.33432
C 1.46461 -0.11541 3.03665
H -0.55767 -0.33772 -4.65726
H 0.51336 -1.80482 -2.28920
H -1.06841 0.58373 3.48591
H -0.25496 1.89406 4.32339
H 0.95975 -1.03019 2.69521
H -2.22964 0.42060 -3.27026
H 1.52639 -0.20964 4.12454
H 0.88385 1.43722 1.72269
H 2.49188 -0.03138 2.68560
H -0.99982 2.21305 2.75068
H 0.45225 -2.33895 -3.86272

Values from the calculation:
spin multiplicity = 2
LUMO (alpha / beta) = -3.398 / -7.921 eV
strongest force on any atom = 1.07 eV Å⁻¹
energy relative to the best compared isomer or geometry (same formula, charge and spin) = 74.9 kJ/mol
Kohn-Sham gap (alpha / beta) = 8.11 / 3.59 eV
net charge = +1

Formally, the Löwdin partial charges of the atoms, in units of the elementary charge, are as follows: number 1, N, carries 0.071; number 2, N, carries 0.041; number 3, N, carries 0.057; number 4, C, carries -0.396; number 5, C, carries 0.006; number 6, C, carries -0.013; number 7, H, carries 0.117; number 8, H, carries 0.071; number 9, H, carries 0.131; number 10, H, carries 0.129; number 11, H, carries 0.140; number 12, H, carries 0.031; number 13, H, carries 0.122; number 14, H, carries 0.183; number 15, H, carries 0.119; number 16, H, carries 0.112; number 17, H, carries 0.080